1.
The following is a quantum chemistry calculation of a structure of composition C15H44Br2GaIN6O3P3, from the OMol25 dataset.

Results
charge	-1
ΔE to the lowest compared entry with this formula, charge and spin	0.00	kJ/mol

Atoms and positions in Å:
C 4.749 -4.528 3.500
C 3.738 -3.442 3.887
Br 2.623 -4.084 5.409
C 2.848 -3.075 2.722
Br 2.003 -1.346 3.098
Ga 1.494 -4.548 2.315
I 1.025 -4.618 -0.261
P -0.627 -4.315 3.363
O -1.062 -2.956 3.851
H 4.696 -5.376 4.178
H 5.759 -4.120 3.518
H 4.522 -4.910 2.505
H 4.216 -2.567 4.318
H 3.473 -2.914 1.843
H 2.141 -5.920 2.761
H -0.616 -5.248 4.437
H -1.621 -4.875 2.512
O -5.284 -1.125 0.907
P -4.072 -0.409 0.471
N -4.138 1.126 1.185
C -3.370 2.272 0.745
C -4.444 1.131 2.615
N -4.229 -0.307 -1.219
C -3.730 0.788 -2.021
C -5.458 -0.849 -1.784
N -2.428 -0.722 0.471
C -2.053 -1.968 -0.236
C -1.842 -0.809 1.837
H -2.287 2.180 0.916
H -3.715 3.153 1.290
H -3.529 2.485 -0.305
H -3.648 0.718 3.241
H -5.347 0.551 2.801
H -4.629 2.155 2.943
H -4.388 1.667 -1.995
H -3.653 0.470 -3.065
H -2.726 1.072 -1.709
H -6.317 -0.178 -1.658
H -5.706 -1.803 -1.329
H -5.305 -1.017 -2.854
H -2.509 -2.856 0.213
H -0.973 -2.094 -0.202
H -2.345 -1.927 -1.283
H -2.344 -1.528 2.485
H -1.851 0.171 2.316
H -0.801 -1.117 1.762
O 3.296 0.437 -1.893
P 2.608 1.732 -1.978
N 1.027 1.525 -1.458
C -0.059 2.445 -1.736
C 0.871 0.795 -0.193
N 2.661 2.138 -3.629
C 1.645 2.911 -4.313
C 3.239 1.135 -4.517
N 2.970 3.291 -1.427
C 4.284 3.787 -1.880
C 2.930 3.412 0.046
H 0.034 3.419 -1.233
H -0.989 1.990 -1.394
H -0.180 2.623 -2.797
H 1.237 1.349 0.678
H 1.411 -0.149 -0.228
H -0.182 0.566 -0.023
H 0.765 2.310 -4.576
H 2.058 3.307 -5.246
H 1.334 3.768 -3.718
H 2.550 0.309 -4.730
H 4.145 0.715 -4.090
H 3.505 1.618 -5.461
H 5.113 3.166 -1.522
H 4.423 4.800 -1.501
H 4.321 3.822 -2.965
H 3.563 2.678 0.555
H 1.910 3.304 0.408
H 3.267 4.410 0.328

Charges obtained by Mulliken population analysis, quoted in units of e: number 1, C, carries -1.205; number 2, C, carries -0.094; number 3, Br, carries -0.178; number 4, C, carries -0.631; number 5, Br, carries -0.185; number 6, Ga, carries 0.292; number 7, I, carries -0.451; number 8, P, carries 0.301; number 9, O, carries -0.602; number 10, H, carries 0.339; number 11, H, carries 0.300; number 12, H, carries 0.299; number 13, H, carries 0.529; number 14, H, carries 0.561; number 15, H, carries -0.278; number 16, H, carries 0.012; number 17, H, carries 0.015; number 18, O, carries -0.864; number 19, P, carries 0.356; number 20, N, carries 0.143; number 21, C, carries -0.685; number 22, C, carries -1.039; number 23, N, carries 0.314; number 24, C, carries -0.731; number 25, C, carries -1.077; number 26, N, carries 0.670; number 27, C, carries -1.009; number 28, C, carries -1.261; number 29, H, carries 0.222; number 30, H, carries 0.412; number 31, H, carries 0.123; number 32, H, carries 0.311; number 33, H, carries 0.291; number 34, H, carries 0.391; number 35, H, carries 0.262; number 36, H, carries 0.402; number 37, H, carries -0.169; number 38, H, carries 0.318; number 39, H, carries 0.333; number 40, H, carries 0.329; number 41, H, carries 0.386; number 42, H, carries 0.178; number 43, H, carries 0.337; number 44, H, carries 0.437; number 45, H, carries 0.303; number 46, H, carries 0.230; number 47, O, carries -0.858; number 48, P, carries 0.259; number 49, N, carries 0.346; number 50, C, carries 0.322; number 51, C, carries -0.180; number 52, N, carries 0.324; number 53, C, carries -1.179; number 54, C, carries -1.066; number 55, N, carries 0.152; number 56, C, carries -1.061; number 57, C, carries -0.988; number 58, H, carries 0.308; number 59, H, carries -0.617; number 60, H, carries 0.123; number 61, H, carries 0.165; number 62, H, carries 0.437; number 63, H, carries -0.476; number 64, H, carries 0.313; number 65, H, carries 0.372; number 66, H, carries 0.359; number 67, H, carries 0.312; number 68, H, carries 0.323; number 69, H, carries 0.332; number 70, H, carries 0.342; number 71, H, carries 0.416; number 72, H, carries 0.296; number 73, H, carries 0.367; number 74, H, carries 0.220; number 75, H, carries 0.400

***

2.
The following is a quantum chemistry calculation of a cluster of 7 separate species, C15H44O13 in total, from the OMol25 dataset.

Results
SMILES	CC(C)O.OCCO.OCCO.OCCO.OCCO.OCCO.OCCO
ΔE to the lowest compared entry with this formula, charge and spin	260.36	kJ/mol

Atoms and positions in Å:
C 1.746 -9.002 -2.965
C 0.910 -8.254 -1.839
O -0.439 -8.436 -1.894
O 1.473 -10.358 -2.943
H 2.814 -8.868 -2.797
H 1.532 -8.679 -3.983
H 1.126 -7.193 -1.716
H 1.254 -8.698 -0.904
H -0.829 -8.580 -1.028
H 0.524 -10.438 -2.820
C 3.791 9.294 -1.985
C 3.057 8.456 -0.832
O 3.317 9.039 0.399
O 5.212 9.388 -1.758
H 3.435 10.315 -1.844
H 3.511 8.939 -2.977
H 3.342 7.409 -0.726
H 1.994 8.624 -1.001
H 3.106 9.974 0.340
H 5.190 9.799 -0.891
C -1.578 6.735 7.661
C -0.741 7.127 8.918
O 0.588 6.639 8.817
O -1.239 5.404 7.534
H -1.315 7.342 6.794
H -2.623 6.891 7.929
H -1.082 6.577 9.795
H -0.736 8.182 9.193
H 0.993 7.067 8.059
H -0.510 5.307 8.151
C -6.779 -1.020 -1.253
C -5.936 -2.309 -1.610
O -5.776 -2.412 -3.004
O -6.590 0.055 -2.221
H -6.627 -0.626 -0.248
H -7.803 -1.394 -1.245
H -6.433 -3.163 -1.148
H -5.041 -2.251 -0.992
H -5.733 -1.496 -3.286
H -5.719 0.383 -1.984
C 2.120 -1.831 -9.225
C 3.472 -2.430 -8.861
O 3.857 -3.234 -9.916
O 1.505 -1.144 -8.110
H 1.454 -2.662 -9.459
H 2.138 -1.190 -10.107
H 3.360 -3.028 -7.957
H 4.085 -1.564 -8.611
H 4.646 -3.742 -9.713
H 0.586 -1.391 -8.238
C -0.548 -4.976 6.174
C 0.877 -5.713 6.011
O 1.918 -4.740 5.982
O -0.987 -4.746 4.904
H -0.552 -4.092 6.812
H -1.228 -5.718 6.591
H 0.806 -6.360 5.137
H 0.992 -6.392 6.856
H 1.775 -4.219 6.775
H -0.242 -4.287 4.507
C -1.043 2.276 0.823
C -0.448 1.749 -0.497
C 0.359 0.433 -0.228
O -1.526 1.659 -1.389
H -1.833 1.628 1.204
H -1.445 3.288 0.769
H -0.214 2.308 1.531
H 0.261 2.458 -0.924
H 0.769 0.499 0.779
H 1.195 0.255 -0.904
H -0.300 -0.429 -0.124
H -1.195 1.564 -2.285

Charges obtained by Mulliken population analysis, quoted in units of e: number 1, C, carries -0.330; number 2, C, carries -0.418; number 3, O, carries -0.527; number 4, O, carries -0.512; number 5, H, carries 0.281; number 6, H, carries 0.259; number 7, H, carries 0.327; number 8, H, carries 0.285; number 9, H, carries 0.322; number 10, H, carries 0.313; number 11, C, carries -0.560; number 12, C, carries -0.282; number 13, O, carries -0.538; number 14, O, carries -0.491; number 15, H, carries 0.333; number 16, H, carries 0.341; number 17, H, carries 0.280; number 18, H, carries 0.266; number 19, H, carries 0.309; number 20, H, carries 0.342; number 21, C, carries -0.212; number 22, C, carries -0.588; number 23, O, carries -0.561; number 24, O, carries -0.499; number 25, H, carries 0.256; number 26, H, carries 0.247; number 27, H, carries 0.302; number 28, H, carries 0.356; number 29, H, carries 0.315; number 30, H, carries 0.383; number 31, C, carries -0.352; number 32, C, carries -0.364; number 33, O, carries -0.491; number 34, O, carries -0.562; number 35, H, carries 0.319; number 36, H, carries 0.269; number 37, H, carries 0.298; number 38, H, carries 0.224; number 39, H, carries 0.357; number 40, H, carries 0.302; number 41, C, carries -0.392; number 42, C, carries -0.286; number 43, O, carries -0.505; number 44, O, carries -0.506; number 45, H, carries 0.289; number 46, H, carries 0.270; number 47, H, carries 0.251; number 48, H, carries 0.250; number 49, H, carries 0.305; number 50, H, carries 0.324; number 51, C, carries -0.292; number 52, C, carries -0.554; number 53, O, carries -0.489; number 54, O, carries -0.499; number 55, H, carries 0.309; number 56, H, carries 0.251; number 57, H, carries 0.342; number 58, H, carries 0.285; number 59, H, carries 0.326; number 60, H, carries 0.319; number 61, C, carries -1.311; number 62, C, carries 0.524; number 63, C, carries -1.230; number 64, O, carries -0.545; number 65, H, carries 0.311; number 66, H, carries 0.329; number 67, H, carries 0.381; number 68, H, carries 0.260; number 69, H, carries 0.322; number 70, H, carries 0.336; number 71, H, carries 0.322; number 72, H, carries 0.301

***

3.
The following is a quantum chemistry calculation of a structure of composition C15H44O9V, from the OMol25 dataset.

Results
charge	+1

Atoms and positions in Å:
O -0.115 -1.276 -0.615
V -0.256 -0.667 0.831
O -0.104 0.928 0.740
O -0.623 -0.288 3.122
H -1.145 -0.965 3.553
H -0.062 0.059 3.816
O -0.379 -2.716 1.779
H -0.943 -2.819 2.546
H 0.139 -3.520 1.753
C 3.282 -2.399 0.468
C 3.037 -0.944 0.903
C 2.940 -0.068 -0.346
O 1.839 -0.978 1.615
H 4.199 -2.469 -0.116
H 2.526 -2.832 -0.188
H 3.176 -3.048 1.337
H 3.844 -0.603 1.551
H 2.308 -0.448 -1.149
H 3.934 0.014 -0.787
H 2.602 0.939 -0.103
H 2.079 -1.285 2.493
C 0.784 3.040 3.411
C 0.609 3.852 4.635
C 1.817 4.722 4.873
O -0.502 4.665 4.377
H 1.633 2.356 3.409
H 0.779 3.779 2.611
H -0.086 2.401 3.263
H 0.512 3.259 5.544
H 1.642 5.357 5.742
H 2.039 5.364 4.020
H 2.776 4.252 5.091
H -1.284 4.293 4.791
C -3.078 -0.660 -1.548
C -3.344 0.043 -0.223
C -4.836 0.087 0.067
O -2.589 -0.529 0.842
H -2.178 -0.277 -2.030
H -3.826 -0.587 -2.338
H -2.900 -1.727 -1.413
H -2.862 1.001 -0.416
H -5.262 -0.916 0.087
H -5.307 0.552 -0.799
H -5.038 0.695 0.949
H -3.028 -0.260 1.652
C -1.582 3.614 -2.732
C -0.431 3.286 -1.769
C 0.625 2.407 -2.352
O 0.255 4.465 -1.386
H -2.316 4.351 -2.407
H -2.056 2.744 -3.187
H -1.093 4.097 -3.578
H -0.930 2.792 -0.935
H 1.499 2.306 -1.708
H 1.021 2.677 -3.332
H 0.324 1.361 -2.406
H -0.409 5.152 -1.286
C -0.322 -5.132 -4.507
C 0.888 -4.706 -3.716
C 0.695 -4.434 -2.245
O 1.888 -5.679 -3.811
H -0.127 -5.044 -5.575
H -1.123 -4.484 -4.152
H -0.599 -6.134 -4.177
H 1.291 -3.853 -4.261
H 1.648 -4.209 -1.766
H 0.301 -5.305 -1.721
H 0.009 -3.599 -2.100
H 1.795 -6.053 -4.691

Charges obtained by Mulliken population analysis, quoted in units of e: number 1, O, carries -0.435; number 2, V, carries 1.269; number 3, O, carries -0.460; number 4, O, carries -0.351; number 5, H, carries 0.267; number 6, H, carries 0.253; number 7, O, carries -0.368; number 8, H, carries 0.231; number 9, H, carries 0.245; number 10, C, carries -1.097; number 11, C, carries 0.488; number 12, C, carries -1.345; number 13, O, carries -0.099; number 14, H, carries 0.448; number 15, H, carries 0.028; number 16, H, carries 0.372; number 17, H, carries 0.315; number 18, H, carries 0.238; number 19, H, carries 0.534; number 20, H, carries 0.224; number 21, H, carries 0.239; number 22, C, carries -0.779; number 23, C, carries 0.447; number 24, C, carries -1.467; number 25, O, carries -0.551; number 26, H, carries 0.310; number 27, H, carries 0.361; number 28, H, carries -0.052; number 29, H, carries 0.332; number 30, H, carries 0.338; number 31, H, carries 0.358; number 32, H, carries 0.376; number 33, H, carries 0.324; number 34, C, carries -1.373; number 35, C, carries 0.931; number 36, C, carries -1.522; number 37, O, carries -0.339; number 38, H, carries 0.168; number 39, H, carries 0.454; number 40, H, carries 0.325; number 41, H, carries -0.104; number 42, H, carries 0.345; number 43, H, carries 0.417; number 44, H, carries 0.505; number 45, H, carries 0.230; number 46, C, carries -1.577; number 47, C, carries 1.298; number 48, C, carries -1.058; number 49, O, carries -0.589; number 50, H, carries 0.413; number 51, H, carries 0.327; number 52, H, carries 0.467; number 53, H, carries -0.407; number 54, H, carries 0.190; number 55, H, carries 0.438; number 56, H, carries 0.180; number 57, H, carries 0.346; number 58, C, carries -1.426; number 59, C, carries 0.528; number 60, C, carries -0.804; number 61, O, carries -0.562; number 62, H, carries 0.409; number 63, H, carries 0.312; number 64, H, carries 0.388; number 65, H, carries 0.164; number 66, H, carries 0.084; number 67, H, carries 0.378; number 68, H, carries 0.155; number 69, H, carries 0.317

***

no.,highest occupied orbital energy (eV)
1,-5.31
2,-9.96
3,-11.84